Record 1
Computed, not measured: a cluster of 10 separate species, C22H64O10 in total at a distorted geometry, with ωB97M-V/def2-TZVPD.

Cartesian coordinates (Å):
C1 -7.04690 24.68377 -13.13646
C2 -7.40060 23.72135 -12.00475
C3 -8.50489 24.42793 -11.09978
O1 -7.80873 22.56122 -12.36933
H1 -6.58810 25.52152 -12.61849
H2 -7.94998 24.98843 -13.63237
H3 -6.40477 24.20112 -13.89729
H4 -6.52821 23.48550 -11.35424
H5 -8.19966 25.32763 -10.54215
H6 -8.92977 23.78777 -10.29551
H7 -9.40006 24.81885 -11.74018
H8 -7.89151 21.99833 -11.63601
C4 -12.78158 21.32677 -13.89463
C5 -11.61131 20.37666 -14.01531
C6 -10.73441 20.38599 -12.76713
O2 -11.98493 19.17562 -14.13035
H9 -12.33062 22.27857 -13.81498
H10 -13.50785 21.13970 -13.05536
H11 -13.33818 21.33956 -14.79247
H12 -11.06506 20.69091 -14.87722
H13 -10.56198 21.44341 -12.46609
H14 -9.77516 19.98451 -13.00457
H15 -11.17870 19.94343 -11.88165
H16 -11.71199 18.81500 -14.97086
C7 -12.21190 23.53357 -10.39291
C8 -12.93684 22.59686 -9.41070
C9 -12.67274 21.11889 -9.84821
O3 -12.66746 22.84948 -8.18764
H17 -12.74758 23.42422 -11.36501
H18 -11.15681 23.47152 -10.46345
H19 -12.55485 24.56007 -10.11683
H20 -13.97036 22.83247 -9.60811
H21 -13.05219 20.83393 -10.82425
H22 -13.10462 20.44149 -9.13672
H23 -11.59829 20.91691 -9.79946
H24 -12.76706 23.76594 -7.97947
C10 -7.09612 23.86361 -7.71440
C11 -5.92985 24.81687 -7.67305
C12 -6.13992 26.19724 -8.26473
O4 -5.52866 24.96114 -6.50775
H25 -6.89672 22.89061 -7.16070
H26 -7.41686 23.56425 -8.65565
H27 -7.99906 24.23286 -7.13746
H28 -5.06448 24.41302 -8.22043
H29 -6.72451 26.80958 -7.58617
H30 -6.60149 26.13766 -9.26036
H31 -5.21962 26.65041 -8.36818
H32 -4.67329 25.43421 -6.63073
C13 -7.65637 20.47746 -14.70351
C14 -8.03204 21.81601 -15.27488
C15 -8.09856 21.83840 -16.80430
O5 -9.05596 22.24501 -14.69007
H33 -8.40441 19.73207 -15.03542
H34 -7.50655 20.51643 -13.66490
H35 -6.67879 20.11505 -15.01422
H36 -7.18372 22.44026 -15.03593
H37 -8.80314 21.05549 -17.15312
H38 -7.10385 21.81778 -17.20898
H39 -8.37927 22.86258 -17.06100
H40 -8.70772 22.37772 -13.82811
C16 -4.31787 21.14235 -14.12916
C17 -2.98856 21.82070 -14.12234
C18 -3.17539 23.20684 -14.66806
O6 -2.39567 21.95829 -13.04414
H41 -4.90186 21.21145 -15.05764
H42 -4.87742 21.65276 -13.33191
H43 -4.27543 20.14359 -13.75469
H44 -2.36154 21.29403 -14.77830
H45 -3.79102 23.33557 -15.55189
H46 -2.15189 23.55157 -14.91026
H47 -3.73074 23.76073 -13.90165
H48 -2.01947 21.13444 -12.77725
C19 -3.64622 24.87104 -11.42161
O7 -2.56778 25.10948 -10.59922
H49 -3.68905 25.49048 -12.37139
H50 -4.57574 24.92470 -10.83739
H51 -3.66982 23.84322 -11.74687
H52 -2.70335 24.45446 -9.91942
C20 -4.64661 21.25220 -10.25132
O8 -5.50120 22.24824 -9.71505
H53 -4.39779 20.40652 -9.57433
H54 -3.63404 21.64727 -10.48746
H55 -4.99022 20.96793 -11.24081
H56 -6.39635 21.89417 -9.71041
C21 -10.60270 25.26290 -7.44822
O9 -11.91900 25.31550 -7.23235
H57 -10.21076 25.93631 -8.23610
H58 -10.21556 24.29945 -7.78733
H59 -10.04384 25.42621 -6.54848
H60 -12.01898 24.85187 -6.37103
C22 -7.88289 20.03397 -10.26298
O10 -8.10473 21.32988 -9.94610
H61 -7.65175 19.34872 -9.41169
H62 -7.03041 19.96592 -10.93586
H63 -8.77518 19.72943 -10.82202
H64 -8.92696 21.48262 -9.39953

Cartesian forces (eV/Å) of the 3 atoms listed first:
C 0.3 -1.2 0.4
C 1.5 5.5 3.8
C -1.3 0.9 -0.6

Its SMILES is CC(C)O.CC(C)O.CC(C)O.CC(C)O.CC(C)O.CC(C)O.CO.CO.CO.CO.

Results of the Löwdin charge analysis, in e, for atoms 1 through 5: -0.017, -0.536, -0.028, -0.018, 0.082


Record 2
Computed, not measured: a structure of composition C22H66F2InNO15S2 at a distorted geometry, with ωB97M-V/def2-TZVPD.

Cartesian coordinates (Å):
In1 0.68422 8.32779 -33.76942
N1 1.23804 6.55451 -35.92588
S1 0.49454 5.92952 -37.08020
O1 0.55485 4.48589 -37.27696
O2 0.36557 6.76359 -38.27614
F1 -0.97503 6.13649 -36.51961
S2 2.72718 5.95560 -36.60414
O3 3.19090 6.33708 -37.92576
O4 3.14625 4.60162 -36.20502
F2 3.68239 6.91535 -35.73529
C1 6.49634 5.88528 -36.59673
C2 7.77913 5.70682 -35.77026
O5 8.80018 6.44771 -36.38020
H1 5.70558 5.22107 -36.24802
H2 6.61916 5.71133 -37.66574
H3 6.09726 6.89544 -36.50494
H4 8.11884 4.67987 -35.63589
H5 7.67299 6.02812 -34.73411
H6 9.43761 6.55892 -35.67103
C3 4.81706 5.14739 -32.70296
C4 3.88090 5.87711 -31.76783
O6 3.07655 6.72330 -32.51537
H7 4.28960 4.25214 -33.03221
H8 5.71095 4.78111 -32.19809
H9 5.13733 5.68179 -33.59735
H10 4.46329 6.44956 -31.04588
H11 3.21929 5.12060 -31.34584
H12 3.53377 7.55907 -32.39695
C5 1.17525 1.96237 -39.70392
C6 2.49316 2.26308 -39.05147
O7 3.31573 1.03901 -39.09440
H13 0.61247 2.89411 -39.76086
H14 0.58573 1.15608 -39.26749
H15 1.33075 1.74079 -40.75977
H16 2.37085 2.66328 -38.04500
H17 2.94348 3.02548 -39.68712
H18 4.04107 1.08938 -38.46756
C7 2.13421 11.29923 -37.58545
C8 2.59471 9.95544 -37.06807
O8 2.52191 9.93936 -35.69749
H19 1.10764 11.50541 -37.28255
H20 2.13238 11.42340 -38.66834
H21 2.76656 12.10240 -37.20710
H22 3.54519 9.52958 -37.38952
H23 1.90035 9.16888 -37.36352
H24 3.44354 10.04376 -35.44992
C9 -3.40537 5.01153 -34.76698
C10 -3.50750 6.50363 -34.50791
O9 -2.48156 6.86092 -33.60686
H25 -3.35974 4.47085 -33.82163
H26 -2.58642 4.73501 -35.43102
H27 -4.22637 4.55677 -35.32130
H28 -4.44335 6.81280 -34.04241
H29 -3.45308 6.97722 -35.48814
H30 -2.56039 7.77803 -33.33426
C11 -3.17205 5.48655 -38.97029
C12 -2.53034 4.28302 -39.56728
O10 -2.84086 4.28991 -40.91041
H31 -2.63347 6.37308 -39.30505
H32 -3.16783 5.45043 -37.88089
H33 -4.20921 5.55096 -39.29926
H34 -2.99888 3.41309 -39.10707
H35 -1.46284 4.15760 -39.38611
H36 -3.79203 4.24932 -41.03378
C13 2.27637 7.76201 -40.84673
C14 3.76228 8.26550 -40.85961
O11 4.46013 7.90521 -41.97456
H37 1.66293 8.23722 -41.61220
H38 1.75131 8.00563 -39.92312
H39 2.26721 6.67483 -40.92459
H40 4.26978 7.90239 -39.96591
H41 3.73077 9.34109 -40.68571
H42 5.15068 8.56650 -42.06072
C15 1.24913 3.55691 -33.76836
C16 0.01252 4.45854 -33.60266
O12 0.24464 5.48296 -32.68351
H43 1.36990 2.90093 -32.90627
H44 2.22024 4.04108 -33.87145
H45 1.11385 2.94991 -34.66355
H46 -0.84821 3.87472 -33.27648
H47 -0.33325 4.80890 -34.57517
H48 0.42220 5.18482 -31.78842
C17 4.88470 2.20691 -35.10209
C18 5.70108 2.03214 -36.37633
O13 5.22919 0.89064 -37.02574
H49 3.81153 2.32601 -35.25116
H50 5.19644 3.12890 -34.61131
H51 4.91036 1.41405 -34.35456
H52 6.76728 1.98933 -36.15388
H53 5.42616 2.88246 -37.00041
H54 5.86127 0.19507 -36.83018
C19 -1.67328 1.88209 -36.52095
C20 -2.98532 1.13348 -36.46928
O14 -3.87229 1.81804 -35.65439
H55 -1.02596 1.29985 -37.17676
H56 -1.13951 1.97163 -35.57481
H57 -1.79544 2.89529 -36.90380
H58 -2.80572 0.12279 -36.10277
H59 -3.46163 0.98447 -37.43831
H60 -4.71795 1.39334 -35.81590
C21 -1.75874 11.22033 -37.48989
C22 -1.45532 9.77327 -37.22396
O15 -1.36375 9.43789 -35.80994
H61 -1.70266 11.44636 -38.55472
H62 -1.04268 11.81348 -36.92110
H63 -2.76278 11.49237 -37.16433
H64 -0.45409 9.54839 -37.59148
H65 -2.10765 8.98481 -37.59932
H66 -2.27282 9.49923 -35.50755

Cartesian forces (eV/Å) of the 3 atoms listed first:
In -0.1 -0.3 -0.2
N 4.7 -0.7 0.1
S -8.1 -0.7 -5.1

The net charge is +2.

Results of the Löwdin charge analysis, in e, for atoms 1 through 5: 1.119, -0.237, 0.366, -0.255, -0.249


Record 3
Computed, not measured: a cluster of 7 separate species, C22H66N6O7P2S5 in total at a distorted geometry, with ωB97M-V/def2-TZVPD.

Cartesian coordinates (Å):
O1 -4.13687 5.82078 6.54775
P1 -4.36850 7.01650 5.69879
N1 -3.12075 7.29922 4.57441
C1 -3.10314 8.39315 3.58801
C2 -1.99190 6.32805 4.49045
N2 -4.51465 8.47473 6.61412
C3 -3.32823 9.24490 7.01589
C4 -5.69509 8.87086 7.33864
N3 -5.77943 6.96535 4.77815
C5 -6.61504 5.74788 4.80310
C6 -6.46581 8.07952 4.13904
H1 -4.02888 8.35459 3.01390
H2 -2.28525 8.46462 2.87105
H3 -3.13745 9.35909 4.09189
H4 -1.42337 6.50324 5.40379
H5 -1.39351 6.57713 3.61409
H6 -2.51176 5.37655 4.37865
H7 -3.52107 10.28911 6.76984
H8 -3.15849 8.98986 8.06195
H9 -2.43136 9.04759 6.42870
H10 -6.08225 9.88973 7.32868
H11 -6.52552 8.26407 6.97767
H12 -5.70912 8.48928 8.35958
H13 -5.92646 4.93778 4.56294
H14 -6.90763 5.45242 5.81066
H15 -7.40650 5.85253 4.06097
H16 -6.54980 7.84132 3.07871
H17 -5.74300 8.89217 4.21151
H18 -7.44926 8.25474 4.57517
O2 6.81827 -7.66008 -3.88892
P2 5.37562 -7.81441 -3.40051
N4 5.20089 -7.83404 -1.71652
C7 4.01226 -8.38187 -1.01291
C8 6.13211 -6.90352 -1.00017
N5 4.61454 -9.33237 -3.89105
C9 5.15493 -10.58275 -3.34840
C10 4.14109 -9.50359 -5.32285
N6 4.34897 -6.59775 -3.94784
C11 4.96762 -5.31130 -4.31621
C12 2.95471 -6.47606 -3.46256
H19 3.21843 -8.57387 -1.73477
H20 3.72809 -7.82747 -0.11849
H21 4.24001 -9.34927 -0.56528
H22 5.71009 -5.89867 -1.01644
H23 7.17395 -6.92137 -1.32009
H24 6.09165 -7.20430 0.04672
H25 5.20353 -11.29785 -4.16960
H26 6.06886 -10.37163 -2.79321
H27 4.45813 -10.92173 -2.58181
H28 3.45879 -8.68856 -5.56425
H29 4.98590 -9.39544 -6.00306
H30 3.46558 -10.35229 -5.43014
H31 5.72832 -5.46443 -5.08172
H32 4.21290 -4.64060 -4.72688
H33 5.42816 -4.86059 -3.43708
H34 2.38523 -7.40297 -3.53060
H35 2.40766 -5.58811 -3.77937
H36 2.98782 -6.31246 -2.38542
C13 9.99110 -0.23189 0.66490
S1 9.51110 0.64670 -0.90919
O3 8.32530 1.61019 -0.55850
C14 10.91872 1.84814 -1.07156
H37 10.96229 -0.72570 0.63239
H38 9.26674 -0.99447 0.95105
H39 9.97102 0.42552 1.53409
H40 11.79094 1.28204 -1.39845
H41 11.16678 2.25523 -0.09133
H42 10.68060 2.58480 -1.83886
C15 3.72380 -0.38239 4.54059
S2 2.71278 -1.84054 3.90463
O4 3.53574 -3.04978 4.30059
C16 1.36139 -1.85512 5.09910
H43 4.43142 -0.67907 5.31477
H44 3.09819 0.43822 4.89174
H45 4.36555 -0.01826 3.73830
H46 0.72839 -2.72358 4.91694
H47 0.71669 -1.01604 4.83764
H48 1.77406 -1.93679 6.10464
C17 -8.20433 2.19804 -1.67770
S3 -8.78742 3.15003 -3.16120
O5 -9.64736 2.12724 -3.82829
C18 -10.03980 4.20374 -2.27815
H49 -7.53514 1.38302 -1.95348
H50 -9.08471 1.68546 -1.29004
H51 -7.68345 2.67229 -0.84591
H52 -10.78381 3.48300 -1.93893
H53 -10.52529 4.85986 -3.00059
H54 -9.61717 4.72177 -1.41728
C19 -0.73085 2.81943 -1.38383
S4 -0.34096 1.13953 -1.09343
O6 -1.30634 0.30576 -1.96289
C20 1.31578 1.02616 -1.97179
H55 -0.98894 2.78137 -2.44214
H56 0.01636 3.59232 -1.20375
H57 -1.59007 3.14382 -0.79680
H58 1.37487 -0.05552 -2.09264
H59 2.10918 1.30676 -1.27908
H60 1.45653 1.64210 -2.86000
C21 -4.73603 -2.79297 -6.58931
S5 -4.37171 -4.54006 -6.19488
O7 -5.67283 -5.32486 -6.41832
C22 -3.24067 -4.81697 -7.63493
H61 -4.93645 -2.81739 -7.66044
H62 -4.04208 -1.99754 -6.31761
H63 -5.64959 -2.53132 -6.05539
H64 -2.89861 -5.85148 -7.66457
H65 -2.39669 -4.13337 -7.72706
H66 -3.85900 -4.62482 -8.51178

Cartesian forces (eV/Å) of the 3 atoms listed first:
O -0.1 0.3 -1.1
P -0.2 1.7 0.0
N 0.6 0.3 0.0

Results of the Löwdin charge analysis, in e, for atoms 1 through 5: -0.288, 0.567, -0.313, -0.110, -0.085


Record 4
Computed, not measured: a cluster of 10 separate species, C22H68N16O10 in total at a distorted geometry, with ωB97M-V/def2-TZVPD.

Cartesian coordinates (Å):
C1 -2.23272 -3.32954 6.35830
O1 -2.88567 -3.58371 5.08466
C2 -2.75699 -2.44253 4.21339
C3 -3.44481 -2.58627 2.83544
C4 -3.28166 -3.87443 2.05203
N1 -2.72265 -1.64475 1.94071
H1 -1.98796 -4.23641 6.91128
H2 -3.02411 -2.83967 6.92561
H3 -1.55527 -2.47948 6.43927
H4 -3.31047 -1.54785 4.49853
H5 -1.71446 -2.19848 4.00927
H6 -4.50780 -2.39439 2.98151
H7 -2.23519 -4.08897 1.83530
H8 -3.79868 -3.96984 1.09720
H9 -3.63507 -4.74766 2.60036
H10 -3.05879 -1.68136 0.98899
H11 -2.90676 -0.70965 2.27505
C5 4.58963 -0.93114 -0.12332
O2 4.18129 -2.34368 0.12278
C6 3.49990 -2.49084 1.31464
C7 3.16730 -3.92145 1.68018
C8 4.44223 -4.88928 1.64896
N2 2.17125 -4.37481 0.75752
H12 4.92196 -0.81146 -1.15451
H13 5.54897 -0.57588 0.25291
H14 3.68126 -0.37230 0.10176
H15 4.14753 -2.19398 2.13959
H16 2.59764 -1.88211 1.37373
H17 2.73133 -4.08334 2.66599
H18 5.01907 -4.70555 0.74254
H19 4.11636 -5.92764 1.70989
H20 5.12755 -4.65350 2.46312
H21 2.52216 -4.41064 -0.18888
H22 1.33779 -3.80511 0.72786
C9 0.81792 -0.00903 7.97296
O3 1.47734 -0.00175 6.73913
C10 1.05688 0.99346 5.74093
C11 1.21098 0.45903 4.27704
C12 0.45034 -0.87894 4.20739
N3 2.62824 0.27965 4.04967
H23 1.57849 -0.33889 8.68065
H24 0.05652 -0.78764 8.01908
H25 0.60690 1.01528 8.28014
H26 0.01437 1.20356 5.97997
H27 1.53189 1.96554 5.87335
H28 0.77106 1.11931 3.52963
H29 0.26352 -1.13121 3.16357
H30 -0.49044 -0.80091 4.75230
H31 1.05102 -1.74627 4.48130
H32 2.54305 -0.41026 3.31695
H33 2.98244 -0.33410 4.76937
C13 0.34436 4.37634 -2.80796
O4 -0.91817 4.37769 -3.27537
C14 -1.55732 5.56696 -3.67788
C15 -3.06999 5.19784 -3.98325
C16 -3.97885 6.11844 -4.81488
N4 -3.71124 4.75812 -2.74522
H34 0.28416 4.67051 -1.76013
H35 0.89750 5.10617 -3.39913
H36 0.58810 3.31882 -2.90971
H37 -1.49426 6.44443 -3.03431
H38 -1.07122 5.83637 -4.61555
H39 -2.96400 4.29991 -4.59201
H40 -4.76063 5.61863 -5.38682
H41 -3.46687 6.83655 -5.45544
H42 -4.67146 6.72124 -4.22750
H43 -3.52532 3.77949 -2.57843
H44 -3.23261 5.27120 -2.01875
N5 -1.94634 3.13977 -0.28927
C17 -1.80566 4.01633 0.65494
N6 -1.74049 3.54961 1.83156
O5 -1.67153 5.20387 0.49828
H45 -1.77362 2.16657 -0.08156
H46 -1.92665 3.39856 -1.26535
H47 -1.54379 2.58080 2.03847
H48 -1.64465 4.14960 2.63836
N7 3.25826 2.03052 -0.91578
C18 3.53312 2.11994 -2.21156
N8 4.56905 2.88298 -2.47324
O6 3.00763 1.36474 -3.01231
H49 2.52316 1.45086 -0.53668
H50 3.77406 2.46736 -0.16530
H51 4.97648 3.00204 -3.38971
H52 4.97347 3.38537 -1.69597
N9 -2.94317 -2.95796 -1.76378
C19 -1.74013 -3.53484 -1.90562
N10 -1.13573 -2.98904 -2.90112
O7 -1.38364 -4.53269 -1.26636
H53 -3.50185 -3.48447 -1.10746
H54 -3.44371 -2.26941 -2.30735
H55 -1.44771 -2.10270 -3.27150
H56 -0.17748 -3.28049 -3.03117
N11 -0.56845 -0.56593 -0.23748
C20 0.50755 0.12343 -0.62142
N12 0.50853 0.32827 -1.88474
O8 1.35789 0.54507 0.14331
H57 -0.76515 -0.74852 0.73621
H58 -1.02206 -1.09546 -0.96819
H59 1.18812 0.86914 -2.40022
H60 -0.21190 -0.03010 -2.49520
N13 -2.24833 -0.03082 -5.80616
C21 -1.72684 0.52646 -4.77387
N14 -1.68756 1.86532 -4.90958
O9 -1.16714 -0.21687 -3.93430
H61 -2.10337 0.56255 -6.61052
H62 -2.85862 -0.80889 -5.60059
H63 -2.36140 2.31019 -5.51632
H64 -1.03718 2.43284 -4.38514
N15 1.85038 -3.00429 -4.79110
C22 1.70747 -1.71754 -4.94397
N16 2.37975 -1.11276 -4.03809
O10 1.35530 -1.27137 -6.01791
H65 2.34591 -3.43416 -4.02315
H66 1.64572 -3.58866 -5.58905
H67 2.29676 -0.12495 -3.84458
H68 2.83826 -1.73853 -3.39135

Cartesian forces (eV/Å) of the 3 atoms listed first:
C -2.5 1.1 0.3
O 1.2 1.1 -0.3
C -0.4 -0.9 -1.0

Its SMILES is COC[C@H](C)N.COC[C@H](C)N.COC[C@H](C)N.COC[C@H](C)N.NC(N)=O.NC(N)=O.NC(N)=O.NC(N)=O.NC(N)=O.NC(N)=O.

Results of the Löwdin charge analysis, in e, for atoms 1 through 5: -0.084, -0.166, -0.195, -0.399, -0.069


Energy above the lowest of the compared OMol25 structures with the same formula, charge and spin, respectively: 163.3, 74.4, 94.3, 136.4 kcal per mole.
Gap between HOMO and LUMO, respectively: 9.688, 1.705, 8.415, 8.514 eV.
Lowest unoccupied orbital energy, respectively: 0.4, -12.5, 0.1, 0.1 eV.